Formula: C3H9IN3
Source: the Open Molecules 2025 dataset
Level of theory: ωB97M-V/def2-TZVPD

Its total energy is -581.31341 hartree. As for the spin multiplicity: 1. Its max |F| is 4.8 eV/A. The net charge is +1. The SMILES is [H]/N=N/[C@H](CI)[NH2+]C. The calculation puts the energy above the lowest of the compared OMol25 structures with the same formula, charge and spin at 61.36 kcal per mole.

Each line ends with the natural charge from an NBO analysis.
Geometry (Å):
1 C 0.82 2.06 -0.26  -0.43
2 C -1.30 -0.62 1.27  -0.48
3 C 0.23 -0.49 0.29  0.03
4 N 0.17 -2.72 -0.13  -0.25
5 N 0.38 -1.59 -0.63  -0.19
6 N 0.39 0.62 -0.62  -0.56
7 I -2.74 0.13 -0.16  0.13
8 H 1.69 1.92 0.39  0.24
9 H 1.04 2.55 -1.27  0.25
10 H 0.01 2.78 0.09  0.27
11 H -1.36 0.01 2.12  0.24
12 H -1.47 -1.68 1.35  0.25
13 H 1.08 -0.54 1.00  0.25
14 H 0.37 -3.39 -0.88  0.35
15 H 1.11 0.24 -1.32  0.46
16 H -0.42 0.72 -1.24  0.45